A cluster of 9 separate species, C34H92N6O11 in total at a distorted geometry. Source: the OMol25 dataset; level of theory: ωB97M-V/def2-TZVPD.

ORCA input file:
```
! RIJCOSX wB97M-V def2-TZVPD def2/J DEFGRID3
* xyz 0 1
C -0.84 4.83 -2.93
O -1.71 4.05 -2.14
C -1.36 4.09 -0.82
C -2.19 2.98 -0.05
C -3.67 3.11 -0.17
N -1.80 2.95 1.37
H -1.19 4.96 -3.95
H 0.13 4.32 -2.95
H -0.71 5.85 -2.57
H -0.33 3.94 -0.51
H -1.59 5.04 -0.33
H -1.88 2.04 -0.51
H -4.11 2.76 -1.11
H -3.94 4.16 -0.16
H -4.21 2.70 0.68
H -2.61 2.81 1.95
H -1.62 3.90 1.68
C -0.29 2.40 -5.69
O 0.80 1.52 -5.82
C 1.38 0.78 -4.76
C 1.50 1.62 -3.44
C 2.56 2.72 -3.48
N 1.86 0.73 -2.34
H -0.59 2.70 -6.69
H 0.28 3.29 -5.42
H -1.06 2.19 -4.94
H 0.69 -0.05 -4.60
H 2.23 0.26 -5.20
H 0.54 2.10 -3.23
H 2.37 3.38 -4.33
H 3.55 2.35 -3.74
H 2.49 3.42 -2.65
H 1.87 1.27 -1.48
H 1.07 0.13 -2.18
C -3.37 5.36 3.96
O -2.90 4.07 3.76
C -2.11 3.52 4.78
C -0.69 4.19 4.88
C 0.23 3.44 5.88
N -0.70 5.54 5.46
H -2.77 6.09 3.42
H -3.34 5.75 4.98
H -4.38 5.37 3.56
H -2.67 3.59 5.71
H -2.04 2.44 4.69
H -0.35 4.20 3.85
H 1.27 3.75 5.83
H 0.10 2.41 5.55
H -0.15 3.40 6.90
H -0.91 5.57 6.45
H 0.17 6.05 5.50
C 3.24 -2.77 -0.97
O 2.70 -3.41 0.19
C 2.07 -4.62 -0.03
C 1.27 -5.01 1.19
C 2.14 -5.28 2.41
N 0.49 -6.24 0.94
H 4.23 -3.21 -1.11
H 3.30 -1.68 -0.88
H 2.64 -2.79 -1.88
H 1.28 -4.41 -0.76
H 2.79 -5.38 -0.33
H 0.63 -4.19 1.51
H 2.57 -4.32 2.70
H 3.03 -5.87 2.23
H 1.69 -5.57 3.36
H 0.62 -6.56 -0.01
H -0.50 -6.07 1.05
C 1.17 -6.43 -3.34
O 1.34 -5.01 -3.52
C 1.07 -4.47 -4.78
C -0.30 -4.00 -5.01
N -1.34 -5.03 -4.84
C -2.68 -4.74 -5.43
C -3.61 -3.86 -4.62
O -3.99 -4.27 -3.36
C -5.05 -3.48 -2.82
H 1.74 -7.08 -4.00
H 0.13 -6.74 -3.33
H 1.65 -6.48 -2.36
H 1.30 -5.31 -5.44
H 1.72 -3.60 -4.91
H -0.28 -3.71 -6.06
H -0.42 -3.03 -4.52
H -1.40 -5.22 -3.85
H -3.15 -5.69 -5.71
H -2.46 -4.24 -6.37
H -4.48 -3.54 -5.20
H -3.06 -2.92 -4.57
H -5.19 -3.63 -1.75
H -6.02 -3.61 -3.31
H -4.66 -2.48 -3.01
C -2.32 0.01 -2.55
O -1.30 0.01 -1.58
C -1.37 -1.14 -0.73
C -0.19 -0.91 0.31
N -0.68 -0.05 1.42
C 0.40 0.01 2.41
C 0.92 1.40 2.60
O 1.75 1.73 1.54
C 2.35 3.00 1.87
H -2.22 -0.85 -3.20
H -2.10 0.86 -3.19
H -3.30 0.05 -2.07
H -1.24 -2.07 -1.28
H -2.35 -1.21 -0.26
H 0.67 -0.41 -0.13
H 0.18 -1.90 0.57
H -1.01 0.83 1.07
H 1.23 -0.65 2.15
H 0.10 -0.31 3.40
H 1.51 1.40 3.52
H 0.11 2.12 2.72
H 3.03 3.36 1.10
H 2.71 3.04 2.90
H 1.61 3.79 1.91
C -4.18 0.68 3.29
C -3.78 -0.56 2.53
O -2.73 -1.08 3.38
H -3.52 1.52 3.09
H -4.13 0.63 4.38
H -5.20 0.93 2.99
H -3.43 -0.29 1.53
H -4.55 -1.32 2.50
H -1.94 -1.05 2.85
C 2.91 -2.31 5.27
C 2.03 -3.51 5.77
O 1.18 -3.04 6.70
H 3.67 -2.95 4.82
H 3.50 -1.82 6.04
H 2.56 -1.52 4.60
H 2.66 -4.21 6.32
H 1.44 -3.96 4.97
H 0.67 -3.80 7.00
C 6.50 4.11 0.45
C 5.71 3.29 -0.58
O 6.58 2.59 -1.43
H 7.43 3.73 0.88
H 5.87 4.40 1.29
H 6.79 5.03 -0.06
H 5.11 3.96 -1.20
H 5.00 2.57 -0.18
H 6.13 1.85 -1.84
*
```

Values from the calculation:
LUMO level ... 0.537 eV
Kohn-Sham gap ... 9.3 eV
ΔE to the lowest compared entry with this formula, charge and spin ... 4.4209 eV
Max |F| ... 3.771 eV/A
E_HOMO ... -8.8 eV



An isolated molecule of C20H20F3NO3. Source: the OMol25 dataset; level of theory: ωB97M-V/def2-TZVPD.

ORCA input file:
```
! RIJCOSX wB97M-V def2-TZVPD def2/J DEFGRID3
* xyz 0 1
C -4.95 1.68 -0.70
C -4.15 0.54 -1.33
C -4.83 0.02 -2.60
C -3.94 -0.58 -0.34
C -5.03 -1.33 0.09
C -4.88 -2.41 0.94
C -3.61 -2.77 1.38
C -2.52 -2.02 0.99
C -2.68 -0.92 0.15
N -1.52 -0.20 -0.20
C -1.30 1.09 0.14
O -2.10 1.83 0.67
C 0.12 1.57 -0.23
O 1.08 1.20 0.77
C 1.57 -0.04 0.73
O 1.23 -0.88 -0.06
C 2.65 -0.22 1.78
C 3.94 0.28 1.18
C 4.24 1.64 1.20
C 5.40 2.11 0.62
C 6.29 1.23 0.02
C 5.99 -0.12 0.00
C 6.93 -1.08 -0.68
F 8.21 -0.70 -0.57
F 6.68 -1.17 -2.00
F 6.85 -2.32 -0.19
C 4.82 -0.60 0.57
H -5.10 2.48 -1.42
H -5.93 1.33 -0.37
H -4.42 2.07 0.16
H -3.17 0.94 -1.61
H -4.88 0.82 -3.34
H -5.85 -0.30 -2.39
H -4.28 -0.81 -3.01
H -6.02 -1.08 -0.26
H -5.74 -2.98 1.26
H -3.48 -3.62 2.04
H -1.53 -2.28 1.33
H -0.70 -0.76 -0.45
H 0.13 2.67 -0.23
H 0.42 1.18 -1.20
H 2.72 -1.28 2.03
H 2.38 0.36 2.66
H 3.54 2.33 1.66
H 5.62 3.17 0.64
H 7.20 1.59 -0.42
H 4.59 -1.66 0.54
*
```

Values from the calculation:
LUMO level ... 0.494 eV
Kohn-Sham gap ... 9.4 eV
ΔE to the lowest compared entry with this formula, charge and spin ... 0.0000 eV
Max |F| ... 0.798 eV/A
E_HOMO ... -8.9 eV



A cluster of 2 separate species, C4H7IO2S in total at a distorted geometry. Source: the OMol25 dataset; level of theory: ωB97M-V/def2-TZVPD.

ORCA input file:
```
! RIJCOSX wB97M-V def2-TZVPD def2/J DEFGRID3
* xyz 0 1
C 1.75 0.50 1.96
C -0.94 -0.37 -0.51
C -0.37 0.87 -0.01
C -0.53 -1.74 0.04
O 2.21 1.94 -0.22
O 0.54 -1.77 0.61
S 1.63 0.66 0.19
I -3.19 -0.22 -4.50
H 2.51 1.03 2.46
H 1.48 -0.51 2.26
H -2.07 -0.21 -0.62
H -0.77 -0.41 -1.69
H -0.52 1.62 -0.83
H -0.73 1.31 0.94
H -1.00 -2.71 -0.09
*
```

Values from the calculation:
LUMO level (alpha / beta) ... -0.642 / -3.698 eV
Kohn-Sham gap (alpha / beta) ... 8.1 / 4.3 eV
ΔE to the lowest compared entry with this formula, charge and spin ... 4.0460 eV
Max |F| ... 5.387 eV/A
E_HOMO (alpha / beta) ... -8.8 / -8.0 eV